Density functional theory data (ωB97M-V/def2-TZVPD) for a molecular structure, C25H24I2N4OPb.

Last column: Mulliken charge in e.
Cartesian coordinates (Å):
Pb: 8.8274 10.9630 8.2234  1.298
C: 5.8808 11.0533 6.7201  -1.116
N: 6.3726 12.1000 7.6369  0.794
C: 5.6490 12.0236 8.9109  -1.029
C: 6.4907 13.4110 7.0869  -0.295
C: 5.3384 14.1007 6.6721  -0.308
C: 5.4146 15.3490 6.0703  -0.796
C: 6.6457 15.9434 5.9655  -0.826
C: 7.8314 15.2531 6.2959  -0.192
C: 7.8056 13.9912 6.9239  0.042
N: 8.9606 13.2882 7.2145  0.276
C: 10.1916 13.9031 7.4739  0.213
C: 10.2922 15.1543 8.1359  -0.544
C: 11.5228 15.6497 8.4893  -0.840
C: 12.6887 14.8987 8.3216  -0.664
C: 12.6561 13.6752 7.7118  -0.273
C: 11.4095 13.1301 7.3237  -0.088
N: 11.3245 11.8255 6.8385  0.391
C: 10.9816 11.6139 5.4328  -0.892
C: 12.1946 10.7937 7.4250  -1.274
H: 4.8160 11.1769 6.4258  0.364
H: 6.5045 11.0479 5.8068  0.340
H: 6.0305 10.0887 7.2203  0.454
H: 4.5754 12.3178 8.8041  0.368
H: 5.6577 10.9947 9.3129  0.337
H: 6.1315 12.7035 9.6470  0.278
H: 4.3680 13.6594 6.8802  0.379
H: 4.5021 15.8571 5.7700  0.424
H: 6.7047 16.9826 5.5993  0.373
H: 8.7951 15.6515 6.0056  0.593
H: 9.3561 15.6748 8.3641  0.555
H: 11.5803 16.6591 8.9008  0.415
H: 13.6446 15.3425 8.5926  0.418
H: 13.5337 13.0862 7.4642  0.488
H: 11.8162 11.9481 4.7498  0.270
H: 10.8334 10.5209 5.2518  0.339
H: 10.0768 12.1801 5.1725  0.265
H: 13.1703 10.7795 6.8716  0.387
H: 12.3584 11.0319 8.4655  0.424
H: 11.7075 9.8068 7.3527  0.390
I: 9.1792 5.5899 9.8614  0.238
C: 8.9401 7.2745 10.9942  -0.519
C: 8.9200 7.0988 12.3566  -0.562
C: 8.9810 8.2321 13.1842  -0.124
I: 8.6957 7.8488 15.1967  0.266
C: 9.0113 9.5688 12.6572  0.866
C: 9.0536 10.7672 13.4597  -0.625
C: 9.0843 12.0144 12.8304  -0.971
C: 8.8971 12.0987 11.4361  -0.175
N: 8.8324 10.9993 10.6763  -0.093
C: 8.9371 9.7487 11.2450  0.283
C: 8.9467 8.5796 10.3821  0.776
O: 8.9732 8.7030 9.0562  -0.721
H: 8.8728 6.1148 12.7896  0.388
H: 9.0667 10.7337 14.5389  0.308
H: 9.1915 12.9572 13.3659  0.414
H: 8.7547 13.0666 10.9281  0.511

Output
energy above the lowest of the compared OMol25 structures with the same formula, charge and spin	0.0	kcal/mol
maximum force	4.1	eV Å⁻¹
charge	+2
lowest unoccupied orbital energy (alpha / beta)	-8.52 / -7.44	eV
orbital gap (alpha / beta)	0.170 / 0.221	Ha